The following is a DFT calculation (wB97M-V/def2-TZVPD) of a molecular structure, C5H4MgNSSe2Te2.

```
16
C5H4MgNSSe2Te2 (wB97M-V/def2-TZVPD)
Mg 0.82 1.59 -0.84
S -1.52 1.09 -1.72
C -1.30 -0.17 -0.57
C -2.25 -1.17 -0.28
C -1.96 -2.14 0.65
C -0.72 -2.12 1.31
C 0.16 -1.11 0.98
N -0.12 -0.17 0.08
H -3.20 -1.16 -0.81
H -2.68 -2.91 0.88
H -0.46 -2.86 2.05
H 1.13 -1.03 1.46
Se 2.85 1.17 0.64
Te 4.35 3.16 0.43
Te 3.67 4.20 -2.02
Se 1.23 3.65 -2.25
```

Calculated values
HOMO level: -3.5 eV
Max |F|: 0.27 eV Å⁻¹
Energy relative to the best compared isomer or geometry (same formula, charge and spin): 0.00 kcal/mol
Total energy: -6185.11421 a.u.
Gap between HOMO and LUMO: 6.1 eV
Charge: -1